No. 1
# C16H40GeN5O2Re

C16H40GeN5O2Re as an isolated structure in a non-equilibrium geometry (the ωB97M-V functional and the def2-TZVPD basis, the Open Molecules 2025 dataset).

Geometry as XYZ:
```
65
C16H40GeN5O2Re | the Open Molecules 2025 dataset | the ωB97M-V functional and the def2-TZVPD basis
Re -0.6925 -0.0731 0.9795
N 1.3733 -3.4986 3.1928
C 1.9651 -2.6942 2.1589
C 1.2732 -3.0227 0.8445
C 1.6986 -1.9428 -0.2199
N 1.2973 -0.5246 0.0932
C 3.1834 -2.1327 -0.5409
C 4.0310 -2.0491 0.7512
N 4.0209 -0.6298 1.2039
C 3.4903 -2.8877 1.9196
H -2.4768 -1.8885 1.5615
H 1.7958 -3.4145 4.1062
H 1.1642 -4.4210 2.9638
H 1.7812 -1.6559 2.4543
H 0.1872 -3.0153 0.9517
H 1.6307 -4.0222 0.4253
H 1.0991 -2.1476 -1.0909
H 1.3998 0.1008 -0.7308
H 2.0020 -0.1399 0.7431
H 3.4814 -1.3727 -1.2467
H 3.2548 -3.0728 -1.0356
H 5.0881 -2.3105 0.5134
H 4.6860 -0.0765 0.6525
H 4.5711 -0.7054 2.0482
H 4.0230 -2.7696 2.8667
H 3.6244 -3.9739 1.6839
N 0.5993 1.7771 -5.4543
C 1.4593 2.1225 -4.3613
C 1.1969 1.2547 -3.0959
O 1.8974 1.3378 -2.0844
O 0.1913 0.3780 -3.1811
H -0.1531 2.4908 -5.4466
H -0.0876 0.4553 -4.1528
H 1.0324 1.8389 -6.3858
H 1.2228 3.1881 -4.1163
H 2.4951 2.0567 -4.5184
C 0.1016 4.3598 2.4190
Ge -0.9950 3.1249 1.3781
C -2.8523 3.6235 1.3596
C -0.4457 3.2912 -0.5102
C -0.8067 1.3744 2.1115
H 1.0874 3.9350 2.4341
H -0.2472 4.6246 3.4442
H 0.1419 5.2152 1.6771
H -2.8830 4.2680 0.4809
H -3.2553 4.2562 2.1257
H -3.4661 2.7978 1.1420
H -0.6409 4.2965 -0.8960
H -0.9638 2.5394 -1.1068
H 0.6191 3.0861 -0.7360
H -0.8351 1.3164 3.1831
C -4.1677 -2.3997 -0.0096
C -3.4344 -1.0492 -0.0277
C -3.0515 -0.6061 -1.4230
C -4.4067 -0.0333 0.6229
N -2.2317 -1.2749 0.8311
H -5.1527 -2.3332 -0.4861
H -4.4182 -2.7080 1.0564
H -3.6635 -3.2951 -0.4211
H -3.7901 -0.9145 -2.1912
H -2.1808 -1.1725 -1.7511
H -2.9898 0.4934 -1.4759
H -5.2973 0.0872 0.0354
H -3.9971 0.9726 0.6810
H -4.5840 -0.4348 1.6001
```

electronic energy: -87424.516 eV
spin multiplicity: 4
total charge: +1
<S²>: 3.7878
orbital gap (alpha / beta): 8.72 / 7.08 eV
HOMO level (alpha / beta): -10.9 / -11.4 eV



No. 2
# C5H14N4

C5H14N4 as an isolated structure in a non-equilibrium geometry (the ωB97M-V functional and the def2-TZVPD basis, the Open Molecules 2025 dataset).

Geometry as XYZ:
```
23
C5H14N4 | the Open Molecules 2025 dataset | the ωB97M-V functional and the def2-TZVPD basis
C 2.1920 1.0644 -0.7005
C 1.4691 -1.2508 -0.8319
N 1.0584 0.1345 -0.5172
C -0.1611 0.1949 1.0574
N -0.0430 1.5368 1.4015
N 0.0963 -0.7449 1.8945
H -0.3067 2.1042 0.5993
H 0.3055 1.6468 2.3453
H -0.7260 -1.0330 2.4227
H 2.5957 0.9862 -1.7111
H 1.8417 2.0848 -0.5499
H 1.8645 -1.3040 -1.8481
H 0.5946 -1.8976 -0.7755
H 2.2044 -1.5814 -0.0988
H 2.9674 0.8438 0.0349
C -2.3426 -1.2971 -0.2496
C -1.7962 0.0817 0.0074
N -2.5456 1.0833 -0.3045
H -2.0907 1.9752 -0.0625
H 0.2530 0.3493 -1.1388
H -3.3390 -1.4144 0.1891
H -2.3981 -1.4884 -1.3268
H -1.6936 -2.0743 0.1628
```

electronic energy: -11368.630 eV
orbital gap: 8.05 eV
HOMO level: -7.3 eV



No. 3
# C31H23ClNO10S2

C31H23ClNO10S2 as an isolated structure in a non-equilibrium geometry (the ωB97M-V functional and the def2-TZVPD basis, the Open Molecules 2025 dataset).

Geometry as XYZ:
```
68
C31H23ClNO10S2 | the Open Molecules 2025 dataset | the ωB97M-V functional and the def2-TZVPD basis
C -2.7127 5.3140 -1.6530
C -2.5959 3.7637 -1.5377
O -3.4438 3.1185 -2.4809
C -2.9095 3.2938 -0.0617
O -1.9044 2.3360 0.2691
S -2.3574 1.3519 1.5142
O -1.5875 0.0821 1.3175
O -3.8058 1.0442 1.5096
N -1.7691 2.1372 2.8858
S -2.1422 1.2893 4.2778
O -1.7098 2.1567 5.4150
O -3.5660 0.9286 4.4548
Cl -1.0218 -0.4568 4.4574
H -1.8366 5.7415 -1.1149
H -3.6368 5.6388 -1.1330
H -2.7213 5.6561 -2.7053
H -1.5535 3.4585 -1.7705
H -4.3289 3.0154 -2.1290
H -2.9007 4.2016 0.5726
H -3.9373 2.8828 -0.0837
C -2.9426 -1.1377 -5.3205
C -2.4172 -0.1842 -4.4532
C -1.8133 0.9578 -4.9586
C -1.7218 1.1459 -6.3351
C -2.2282 0.1775 -7.2054
C -2.8486 -0.9591 -6.6934
C -2.0967 0.3381 -8.6732
O -2.5406 -0.5021 -9.4342
C -1.4048 1.5409 -9.1998
C -1.2221 1.6808 -10.5734
C -0.5884 2.8071 -11.0776
C -0.1422 3.8030 -10.2132
C -0.3171 3.6656 -8.8441
C -0.9403 2.5301 -8.3329
C -1.0902 2.3786 -6.8638
O -0.6965 3.2483 -6.1108
H -3.4217 -2.0243 -4.9240
H -2.4805 -0.3305 -3.3819
H -1.4119 1.6980 -4.2792
H -3.2536 -1.7052 -7.3647
H -1.5706 0.9100 -11.2486
H -0.4429 2.9114 -12.1459
H 0.3462 4.6853 -10.6085
H 0.0349 4.4392 -8.1739
C 1.5361 -2.1637 4.6534
C 0.5778 -2.6502 5.5422
C 0.9766 -3.2918 6.7066
C 2.3310 -3.4587 6.9841
C 3.2890 -2.9912 6.0820
C 2.8865 -2.3343 4.9220
C 4.7334 -3.2032 6.3375
O 5.5720 -2.7943 5.5560
C 5.1413 -3.9338 7.5639
C 6.4907 -4.1916 7.7921
C 6.8843 -4.8621 8.9411
C 5.9328 -5.2701 9.8718
C 4.5872 -5.0202 9.6461
C 4.1870 -4.3597 8.4872
C 2.7415 -4.1291 8.2402
O 1.9116 -4.4904 9.0541
H 1.2286 -1.6563 3.7492
H -0.4721 -2.5342 5.3311
H 0.2320 -3.6658 7.3972
H 3.6262 -1.9594 4.2268
H 7.2333 -3.8729 7.0720
H 7.9340 -5.0659 9.1140
H 6.2417 -5.7873 10.7721
H 3.8489 -5.3425 10.3690
```

electronic energy: -88679.473 eV
total charge: -1
orbital gap: 6.85 eV
HOMO level: -6.4 eV